Here is a molecular structure, C20H14I2N3NaO5 in a non-equilibrium geometry from the OMol25 dataset. Energies are from ωB97M-V with the def2-TZVPD basis set.

Values from the calculation:
Net charge: -2
Molar mass (g mol⁻¹): 653.146
Electronic energy (eV): -56297.01539
HOMO (eV): -2.26
Kohn-Sham gap (eV): 5.855

CARTESIAN COORDINATES (ANGSTROEM)
Na (-0.0125, 0.4674, 0.0088)
I (-4.6540, 0.6916, -6.1674)
C (-3.5297, 0.9761, -4.3807)
C (-3.3903, 2.2497, -3.8646)
C (-2.6623, 2.3923, -2.7135)
I (-2.4182, 4.3111, -1.8615)
C (-2.0514, 1.3308, -1.9935)
O (-1.4209, 1.5220, -0.9260)
C (-2.2530, 0.0391, -2.5807)
C (-1.6635, -1.1685, -1.9090)
N (-0.3419, -1.4331, -2.4711)
C (0.1716, -2.7694, -2.2613)
C (1.1508, -2.9445, -1.1265)
C (2.0117, -4.0404, -1.1122)
C (2.8808, -4.1855, -0.0487)
C (2.8696, -3.2315, 0.9550)
C (1.9903, -2.1627, 0.8366)
N (1.1561, -2.0324, -0.1746)
C (-2.9737, -0.1167, -3.7420)
H (-3.8494, 3.1074, -4.3361)
H (-2.3048, -2.0311, -2.1283)
H (-1.6360, -1.0085, -0.8232)
H (0.3085, -0.7658, -2.0610)
H (0.6692, -3.0891, -3.1919)
H (-0.6673, -3.4559, -2.0925)
H (1.9825, -4.7610, -1.9171)
H (3.5562, -5.0302, -0.0105)
H (3.5269, -3.3160, 1.8091)
H (1.9376, -1.3805, 1.5761)
H (-3.1103, -1.1087, -4.1515)
O (-1.5994, -0.7750, 4.1710)
C (-0.9536, -0.6671, 3.1159)
O (-1.0793, -1.3058, 2.0600)
C (0.1703, 0.4068, 3.1177)
C (0.4417, 1.1914, 4.2376)
C (1.4695, 2.1154, 4.1627)
C (2.1731, 2.2436, 2.9759)
C (1.8276, 1.4286, 1.9031)
N (0.8597, 0.5299, 1.9957)
C (2.5435, 1.4967, 0.5415)
O (3.6487, 2.0531, 0.5207)
O (1.9300, 0.9659, -0.4041)
H (-0.1606, 1.0635, 5.1262)
H (1.7186, 2.7388, 5.0172)
H (2.9766, 2.9556, 2.8560)

=====

Here is a single C20H14N2O5S2 molecule in a non-equilibrium geometry from the OMol25 dataset. Energies are from ωB97M-V with the def2-TZVPD basis set.

Values from the calculation:
Structure (SMILES): O=C(O)c1ccccc1NS(=O)(=O)c1cccc(-n2sc3ccccc3c2=O)c1
Molar mass (g mol⁻¹): 426.475
Electronic energy (eV): -55855.08546
HOMO (eV): -8.63
Kohn-Sham gap (eV): 8.421
Energy above the lowest of the compared OMol25 structures with the same formula, charge and spin (kcal per mole): 0.00

CARTESIAN COORDINATES (ANGSTROEM)
O (0.3608, -1.4035, 2.4035)
C (-0.7513, -0.9855, 2.2825)
O (-1.7918, -1.7911, 1.8906)
C (-1.0479, 0.3972, 2.7797)
C (-2.3422, 0.9226, 2.5563)
C (-2.7366, 2.2114, 2.9696)
C (-1.8055, 2.9935, 3.6885)
C (-0.5244, 2.5090, 3.8987)
C (-0.1007, 1.2679, 3.4250)
N (1.2213, 0.8904, 3.5839)
S (2.2929, 1.7176, 2.5779)
O (3.5175, 0.9323, 2.5178)
O (2.5642, 3.0804, 3.0927)
C (1.5939, 1.7095, 0.9082)
C (1.2209, 2.9514, 0.3847)
C (0.4775, 2.9955, -0.7938)
C (0.2687, 1.8453, -1.5002)
C (0.7502, 0.6303, -1.0942)
N (0.5029, -0.5519, -1.8192)
S (0.5069, -2.0967, -1.0700)
C (0.1309, -2.9259, -2.5988)
C (-0.0752, -4.2927, -2.8692)
C (-0.1843, -4.7248, -4.1877)
C (-0.0338, -3.8136, -5.2255)
C (0.1484, -2.4718, -4.9558)
C (0.1859, -2.0105, -3.6458)
C (0.3265, -0.6471, -3.1907)
O (0.3175, 0.2780, -4.0159)
C (1.4260, 0.5466, 0.1473)
H (-1.4204, -2.6556, 1.6930)
H (-3.1218, 0.3556, 2.0586)
H (-3.7437, 2.5569, 2.7608)
H (-2.0579, 3.9935, 4.0321)
H (0.1713, 3.1347, 4.4287)
H (1.3936, -0.0961, 3.3696)
H (1.3085, 3.8789, 0.9365)
H (0.0582, 3.9614, -1.0736)
H (-0.2967, 1.8657, -2.4000)
H (-0.1669, -5.0127, -2.0565)
H (-0.3785, -5.7869, -4.3551)
H (-0.1656, -4.1450, -6.2529)
H (0.2227, -1.7931, -5.8258)
H (1.7778, -0.4210, 0.5448)

=====

Here is a molecular structure, C20H15AsF6O4PdSb from the OMol25 dataset. Energies are from ωB97M-V with the def2-TZVPD basis set.

Values from the calculation:
Molar mass (g mol⁻¹): 736.426
Spin multiplicity: 2
Electronic energy (eV): -116338.08282
HOMO (alpha / beta) (eV): -9.15 / -9.51
Kohn-Sham gap (alpha / beta) (eV): 8.936 / 8.334
Energy above the lowest of the compared OMol25 structures with the same formula, charge and spin (kcal per mole): 0.00

CARTESIAN COORDINATES (ANGSTROEM)
Pd (-2.3423, 0.5682, 0.4753)
O (-3.3049, 2.3709, 4.5813)
C (-2.6754, 1.8687, 3.7564)
O (-2.0355, 1.3569, 2.9293)
C (-4.4434, 3.8395, 0.5819)
O (-5.1491, 4.6292, 1.0449)
O (-3.7346, 3.0465, 0.1159)
C (3.0497, 3.9925, -0.1509)
C (1.7363, 4.0535, -0.5958)
C (0.9240, 2.9320, -0.5109)
C (1.4240, 1.7412, 0.0120)
C (2.7383, 1.6876, 0.4636)
C (3.5490, 2.8126, 0.3808)
Sb (0.1104, 0.0789, 0.0556)
C (0.5800, -0.8740, -1.7684)
C (-0.3854, -1.6848, -2.3590)
C (-0.0922, -2.3502, -3.5419)
C (1.1551, -2.2043, -4.1312)
C (2.1136, -1.3876, -3.5466)
C (1.8270, -0.7171, -2.3657)
C (1.0411, -1.2138, 1.4472)
C (0.3746, -1.5002, 2.6347)
C (0.9442, -2.3597, 3.5645)
C (2.1803, -2.9345, 3.3089)
C (2.8431, -2.6612, 2.1202)
C (2.2730, -1.8068, 1.1873)
H (3.6835, 4.8675, -0.2146)
H (1.3443, 4.9749, -1.0068)
H (-0.1035, 2.9871, -0.8553)
H (3.1332, 0.7758, 0.8960)
H (4.5708, 2.7662, 0.7350)
H (-1.3640, -1.8025, -1.9096)
H (-0.8451, -2.9773, -4.0010)
H (1.3801, -2.7226, -5.0545)
H (3.0824, -1.2663, -4.0141)
H (2.5692, -0.0591, -1.9270)
H (-0.5981, -1.0644, 2.8322)
H (0.4191, -2.5869, 4.4832)
H (2.6240, -3.6063, 4.0321)
H (3.8005, -3.1222, 1.9137)
H (2.7821, -1.6270, 0.2469)
F (-3.1184, -2.0727, -0.1179)
As (-4.5029, -1.3121, -0.8574)
F (-5.5622, -2.4386, -0.1363)
F (-5.8007, -0.4360, -1.5512)
F (-4.2606, -2.2377, -2.2793)
F (-3.3607, -0.0728, -1.4882)
F (-4.5740, -0.2508, 0.5847)

=====

Here is a molecular structure, C20H15BBrF4N5ORu from the OMol25 dataset. Energies are from ωB97M-V with the def2-TZVPD basis set.

Values from the calculation:
Net charge: +1
Molar mass (g mol⁻¹): 609.152
Spin multiplicity: 2
Electronic energy (eV): -114653.52308
HOMO (alpha / beta) (eV): -11.27 / -11.31
Kohn-Sham gap (alpha / beta) (eV): 6.691 / 6.312
Energy above the lowest of the compared OMol25 structures with the same formula, charge and spin (kcal per mole): 0.00

CARTESIAN COORDINATES (ANGSTROEM)
Ru (0.3696, 0.5452, 0.0075)
Br (-6.1203, 3.7087, 1.5076)
C (-4.3777, 3.2076, 1.0056)
C (-3.6414, 4.0222, 0.1386)
C (-2.3662, 3.6681, -0.2323)
C (-1.7833, 2.4831, 0.2325)
O (-0.5489, 2.2284, -0.1915)
C (-2.5237, 1.6618, 1.1106)
C (-2.0328, 0.4542, 1.7076)
N (-0.8734, -0.0668, 1.4801)
C (-0.4576, -1.2950, 2.0826)
C (-1.1495, -2.0079, 3.0267)
C (-0.6420, -3.2277, 3.5193)
C (0.5530, -3.7191, 3.0752)
C (1.2907, -3.0035, 2.1038)
C (2.5348, -3.4445, 1.6013)
C (3.2016, -2.7047, 0.6650)
C (2.6179, -1.5159, 0.2091)
N (1.4575, -1.0759, 0.6567)
C (0.7763, -1.7953, 1.6087)
C (-3.8258, 2.0497, 1.4871)
H (-4.0847, 4.9333, -0.2396)
H (-1.7833, 4.2861, -0.9008)
H (-2.7055, -0.0268, 2.4104)
H (-2.0967, -1.6612, 3.4139)
H (-1.2170, -3.7713, 4.2553)
H (0.9498, -4.6502, 3.4571)
H (2.9459, -4.3771, 1.9670)
H (4.1524, -3.0168, 0.2598)
H (3.1003, -0.9158, -0.5513)
H (-4.3937, 1.4244, 2.1636)
F (-0.5727, -0.5178, -1.3340)
B (-1.4463, -1.9222, -1.2536)
F (-2.1861, -1.7684, -0.1225)
F (-0.4284, -2.8236, -1.1504)
F (-2.1143, -1.8660, -2.4178)
N (2.7311, 0.2173, -4.8369)
C (2.5699, 0.9478, -3.7144)
C (1.7819, 0.4712, -2.6462)
N (1.6234, 1.2022, -1.5527)
C (2.2310, 2.3961, -1.4764)
C (3.0113, 2.8303, -2.5306)
N (3.1840, 2.1286, -3.6419)
H (2.2018, -0.6196, -4.9989)
H (3.2386, 0.6267, -5.6021)
H (1.2708, -0.4811, -2.6937)
H (2.0702, 2.9899, -0.5886)
H (3.5075, 3.7913, -2.4764)

=====

- Which of these has the lowest electronic energy?
  C20H15AsF6O4PdSb